(1)
Computed, not measured: C5H15N3 in the gas phase at a distorted geometry, with ωB97M-V/def2-TZVPD.

Results
HOMO in eV: -8.621
Energy above the lowest of the compared OMol25 structures with the same formula, charge and spin in kcal/mol: 37.8
Kohn-Sham gap in eV: 9.68
F_max in eV Å⁻¹: 2.629
Structure (SMILES): NCCCCNCN

Structure (ORCA input):
```
! wB97M-V def2-TZVPD RIJCOSX def2/J DEFGRID3
* xyz 0 1
N 1.459 -0.123 -1.736
C 1.003 -1.496 -1.551
C -0.279 -1.525 -0.658
C 0.041 -1.390 0.841
C 0.460 -0.010 1.335
N -0.737 0.845 1.600
C -0.825 2.116 0.969
N -1.332 2.160 -0.466
H 2.148 0.177 -1.068
H 0.752 0.594 -1.737
H 0.852 -1.992 -2.509
H 1.779 -2.058 -1.029
H -0.830 -2.461 -0.796
H -1.001 -0.761 -0.965
H -0.859 -1.650 1.407
H 0.761 -2.160 1.132
H 0.887 -0.098 2.342
H 1.201 0.617 0.868
H -1.606 0.332 1.519
H -1.628 2.694 1.444
H 0.063 2.755 0.884
H -0.602 2.205 -1.174
H -1.707 1.230 -0.650
*
```

---

(2)
Computed, not measured: a gas-phase ion, C5H15N3 (charge +2) at a distorted geometry, with ωB97M-V/def2-TZVPD.

Results
HOMO in eV: -18.612
Energy above the lowest of the compared OMol25 structures with the same formula, charge and spin in kcal/mol: 113.7
Kohn-Sham gap in eV: 9.76
F_max in eV Å⁻¹: 6.232
Structure (SMILES): CCC[NH2+]/[N+](C)=C\N

Structure (ORCA input):
```
! wB97M-V def2-TZVPD RIJCOSX def2/J DEFGRID3
* xyz 2 1
C -2.937 -0.624 -0.422
C -1.429 -0.778 -0.063
C -1.008 0.506 0.497
N 0.410 0.588 1.096
N 1.393 0.614 0.052
C 1.482 1.760 -0.811
C 2.127 -0.577 -0.272
N 2.175 -1.731 0.363
H -3.639 -0.297 0.369
H -3.115 0.299 -1.064
H -3.279 -1.519 -0.935
H -0.913 -1.104 -0.978
H -1.462 -1.650 0.600
H -1.232 1.395 -0.215
H -1.615 0.910 1.334
H 0.552 1.517 1.635
H 0.609 -0.187 1.737
H 1.018 1.367 -1.804
H 2.538 2.050 -0.991
H 0.889 2.529 -0.300
H 2.517 -0.551 -1.262
H 2.957 -2.436 0.119
H 1.962 -2.080 1.316
*
```

---

(3)
Computed, not measured: 2 unconnected molecules or ions with the total composition C5H15N3O at a distorted geometry, with ωB97M-V/def2-TZVPD.

Results
HOMO in eV: -8.196
Energy above the lowest of the compared OMol25 structures with the same formula, charge and spin in kcal/mol: 108.8
Kohn-Sham gap in eV: 9.08
F_max in eV Å⁻¹: 6.068
Structure (SMILES): [H]/N=C(\C)N(C)O.CNC

Structure (ORCA input):
```
! wB97M-V def2-TZVPD RIJCOSX def2/J DEFGRID3
* xyz 0 1
H -1.175 -1.896 1.145
N -1.127 -0.891 1.251
C -1.612 -0.218 0.277
C -2.245 -0.779 -0.969
N -1.513 1.141 0.344
C -2.499 2.047 -0.196
O -1.020 1.629 1.573
H -3.319 -0.596 -0.972
H -1.807 -0.324 -1.855
H -2.084 -1.853 -1.008
H -2.097 3.053 -0.114
H -2.674 1.817 -1.245
H -3.446 2.000 0.359
H -0.650 0.825 1.998
C 3.804 -1.109 -0.185
N 2.819 -0.094 -0.508
C 1.429 -0.418 0.119
H 4.751 -0.906 -0.689
H 3.435 -2.076 -0.530
H 3.985 -1.184 0.897
H 3.161 0.822 -0.237
H 1.275 0.450 -0.744
H 1.225 -1.490 0.177
H 1.386 0.051 1.115
*
```

---

(4)
Computed, not measured: a molecular structure, C5H15N3O at a distorted geometry, with ωB97M-V/def2-TZVPD.

Results
HOMO in eV: -6.655
Energy above the lowest of the compared OMol25 structures with the same formula, charge and spin in kcal/mol: 110.0
Kohn-Sham gap in eV: 7.66
F_max in eV Å⁻¹: 2.501

Structure (ORCA input):
```
! wB97M-V def2-TZVPD RIJCOSX def2/J DEFGRID3
* xyz 0 1
C -2.484 0.199 0.409
C -0.660 -2.019 0.157
C -2.546 0.944 -0.825
N -1.873 -1.394 -0.377
O -1.547 0.531 1.356
H -0.771 0.919 0.904
H -2.640 -2.057 -0.454
H -3.398 -0.088 0.931
H -0.797 -2.238 1.216
H -0.410 -2.932 -0.387
H 0.168 -1.324 0.054
H -1.804 -0.727 -1.299
H -2.124 1.945 -0.859
H -3.504 0.881 -1.336
C 3.695 -0.268 0.277
N 0.643 1.688 -0.254
C 2.706 0.847 0.232
N 1.614 0.728 -0.402
H -0.056 1.630 -0.995
H 0.982 2.621 -0.014
H 2.944 1.759 0.796
H 3.342 -1.109 -0.318
H 4.661 0.059 -0.119
H 3.859 -0.599 1.306
*
```

---

(5)
Computed, not measured: C5H15N3O in the gas phase, with ωB97M-V/def2-TZVPD.

Results
HOMO in eV: -8.478
Energy above the lowest of the compared OMol25 structures with the same formula, charge and spin in kcal/mol: 24.5
Kohn-Sham gap in eV: 9.46
F_max in eV Å⁻¹: 0.697
Structure (SMILES): C[C@@H](CO)N[C@H](N)CN

Structure (ORCA input):
```
! wB97M-V def2-TZVPD RIJCOSX def2/J DEFGRID3
* xyz 0 1
C -0.675 1.967 -1.711
C -0.630 0.914 -0.598
C -1.426 -0.349 -0.998
O -0.808 -1.022 -2.078
N 0.756 0.555 -0.352
C 1.220 0.148 0.975
N 2.285 -0.826 0.850
C 0.190 -0.395 1.999
N -0.289 -1.730 1.665
H -0.174 1.603 -2.605
H -0.160 2.864 -1.384
H -1.704 2.218 -1.951
H -1.071 1.347 0.303
H -1.411 -1.061 -0.170
H -2.468 -0.095 -1.244
H -0.851 -0.453 -2.851
H 0.972 -0.190 -1.015
H 1.650 1.048 1.444
H 3.064 -0.423 0.343
H 1.951 -1.615 0.304
H -0.671 0.274 2.050
H 0.699 -0.359 2.975
H -0.942 -2.042 2.381
H 0.494 -2.378 1.667
*
```

---

(6)
Computed, not measured: 2 unconnected molecules or ions with the total composition C5H15N4 at a distorted geometry, with ωB97M-V/def2-TZVPD.

Results
HOMO (spin up / spin down) in eV: -10.353 / -13.445
Energy above the lowest of the compared OMol25 structures with the same formula, charge and spin in kcal/mol: 4.8
Kohn-Sham gap (spin up / spin down) in eV: 7.85 / 7.65
F_max in eV Å⁻¹: 6.823

Structure (ORCA input):
```
! wB97M-V def2-TZVPD RIJCOSX def2/J DEFGRID3
* xyz 1 3
C 1.216 0.554 0.190
C -0.979 0.745 0.602
C 2.386 0.053 -0.734
C -0.049 -1.353 1.316
C -0.385 -0.973 -1.087
N 0.746 1.843 -0.386
N -0.648 1.966 -0.004
N -2.703 -0.305 0.025
N 0.057 -0.324 0.246
H 1.560 0.882 1.230
H -1.165 0.651 1.596
H 2.005 -0.449 -1.609
H 3.031 -0.666 -0.190
H 2.963 0.912 -0.927
H -0.082 -0.869 2.344
H -0.877 -1.851 1.120
H 0.910 -2.081 1.337
H -1.438 -1.083 -1.013
H -0.113 -0.360 -1.920
H 0.161 -2.002 -1.118
H 0.757 1.955 -1.412
H -0.770 2.851 0.506
H -3.114 0.187 -0.812
H -3.470 -0.281 0.700
*
```